No. 1
Density functional theory data (wB97M-V/def2-TZVPD) for a molecular structure, C45H36IN4O3SrTe at a distorted geometry.

Calculated values
<S²>: 1.791
Multiplicity: 2
HOMO (spin up / spin down) (Eh): -0.1985 / -0.1947
Electronic energy (eV): -75566.9352
Kohn-Sham gap (spin up / spin down) (eV): 2.3637 / 4.5011

Each line ends with the Löwdin charge.
Atoms and positions in Å:
Sr: 0.328 -0.239 0.041  1.264
O: 4.932 1.489 -5.425  0.089
N: 4.263 1.902 -4.472  -0.253
O: 3.947 3.105 -4.232  0.047
C: 3.737 0.946 -3.490  -0.218
C: 3.415 -1.175 -3.978  -0.074
C: 2.460 -2.096 -3.246  -0.131
C: 2.084 -3.402 -3.514  -0.030
C: 1.021 -3.977 -2.742  -0.142
C: 0.310 -3.201 -1.901  -0.295
N: 0.585 -1.995 -1.541  -0.140
C: 1.747 -1.371 -2.166  -0.371
C: 2.204 0.894 -1.746  -0.333
N: 1.342 1.616 -0.801  -0.140
C: 1.575 2.882 -0.585  -0.179
C: 2.842 3.532 -0.757  -0.027
C: 3.758 2.759 -1.563  -0.020
C: 3.355 1.661 -2.259  -0.084
H: 3.677 -1.546 -4.978  0.147
H: 2.544 -3.867 -4.347  0.087
H: 0.668 -4.989 -2.858  0.070
H: -0.656 -3.609 -1.577  0.102
H: 0.811 3.493 -0.182  0.083
H: 3.305 4.378 -0.188  0.110
H: 4.758 3.136 -1.774  0.117
I: 2.898 -0.475 1.655  1.025
C: 4.488 -0.976 0.355  -0.539
C: 5.818 -1.076 0.720  -0.120
C: 6.808 -0.732 -0.234  -0.057
C: 6.436 -0.602 -1.586  -0.003
C: 5.063 -0.643 -1.945  -0.114
C: 4.629 -0.347 -3.324  -0.066
C: 2.518 0.139 -4.009  -0.061
C: 1.485 0.058 -2.868  -0.060
C: 2.642 -0.572 -1.138  -0.266
C: 4.068 -0.817 -0.973  -0.233
H: 5.985 -1.392 1.718  0.083
H: 7.841 -0.611 0.030  0.093
H: 7.119 -0.360 -2.411  0.116
H: 5.387 -0.259 -4.110  0.137
H: 2.035 0.357 -4.983  0.166
H: 0.450 0.303 -3.072  0.142
C: -6.141 -6.407 5.897  -0.020
C: -5.370 -5.077 5.708  -0.260
C: -6.004 -3.998 5.121  -0.005
C: -5.260 -3.135 4.236  -0.298
C: -5.930 -2.135 3.400  -0.113
C: -3.891 -3.450 3.945  -0.373
Te: -2.946 -2.603 2.166  1.571
N: -2.870 -0.777 2.856  -0.297
C: -2.352 0.137 1.998  -0.643
O: -2.424 0.049 0.740  -0.134
C: -2.165 1.514 2.619  -0.185
C: -2.408 1.644 3.970  -0.050
C: -2.740 2.870 4.471  -0.087
C: -2.549 3.986 3.672  -0.081
C: -1.908 3.824 2.417  -0.063
C: -1.872 2.571 1.775  -0.018
C: -0.207 4.166 -5.197  0.081
C: -1.418 3.536 -5.158  -0.113
C: -2.196 3.664 -4.004  -0.091
C: -1.712 4.490 -2.942  -0.108
C: -0.464 5.049 -2.983  -0.067
C: 0.289 4.878 -4.155  -0.313
C: 1.712 5.289 -4.433  -0.073
C: -3.188 -4.186 4.931  -0.312
C: -1.722 -4.214 5.297  -0.067
C: -3.983 -4.960 5.799  -0.041
H: -6.229 -6.538 6.952  0.065
H: -5.581 -7.193 5.397  0.080
H: -7.117 -6.355 5.352  0.092
H: -7.067 -3.825 5.264  0.121
H: -5.250 -1.213 3.266  0.076
H: -6.821 -1.794 3.903  0.078
H: -6.144 -2.467 2.383  0.080
H: -2.510 0.748 4.590  0.114
H: -3.145 3.058 5.480  0.117
H: -2.606 5.007 4.143  0.123
H: -1.809 4.819 1.949  0.107
H: -1.749 2.413 0.695  0.120
H: -2.031 3.162 -5.963  0.094
H: -3.144 3.113 -3.963  0.102
H: -2.443 4.770 -2.166  0.102
H: 0.038 5.513 -2.084  0.128
H: 2.361 5.347 -3.490  0.092
H: 1.740 6.298 -4.907  0.081
H: 2.167 4.634 -5.233  0.078
H: -0.997 -3.959 4.476  0.071
H: -1.483 -5.327 5.507  0.107
H: -1.568 -3.628 6.201  0.084
H: -3.578 -5.631 6.554  0.125

Forces on atoms 1 to 6 (eV/Å):
Sr -1.8 -1.2 0.6
O -1.1 1.0 1.2
N 0.3 2.4 -0.6
O 1.3 -2.6 -1.8
C 0.8 0.1 0.5
C -1.7 0.0 0.1


No. 2
Density functional theory data (wB97M-V/def2-TZVPD) for a molecular structure, C37H37Ge2N8ORbSe.

Calculated values
ΔE to the lowest compared entry with this formula, charge and spin (kcal per mole): 1.8
<S²>: 0.757
Multiplicity: 2
HOMO (spin up / spin down) (Eh): -0.3404 / -0.4101
Charge: +1
Electronic energy (eV): -231968.2772
Kohn-Sham gap (spin up / spin down) (eV): 6.5023 / 7.8766

Each line ends with the Löwdin charge.
Atoms and positions in Å:
Rb: -0.786 -1.283 -0.567  0.668
Se: -2.335 -3.972 7.549  1.144
N: -3.312 -3.994 6.049  -0.217
C: -2.552 -3.532 5.094  -0.339
C: -2.993 -3.407 3.703  -0.083
C: -4.270 -3.800 3.308  0.015
C: -4.629 -3.663 1.987  -0.028
C: -3.689 -3.139 1.103  -0.128
N: -2.471 -2.762 1.458  0.055
C: -2.118 -2.889 2.746  -0.145
C: -0.745 -2.459 3.139  -0.150
N: 0.044 -1.947 2.186  0.046
C: 1.267 -1.559 2.516  -0.127
C: 1.786 -1.655 3.806  -0.021
C: 0.978 -2.176 4.791  0.016
C: -0.313 -2.585 4.461  -0.084
C: -1.227 -3.129 5.469  -0.340
N: -0.911 -3.264 6.728  -0.218
H: -4.950 -4.206 4.044  0.123
H: -5.608 -3.955 1.633  0.113
H: -3.940 -3.028 0.052  0.102
H: 1.875 -1.133 1.722  0.093
H: 2.793 -1.322 4.013  0.113
H: 1.317 -2.274 5.814  0.122
N: -1.764 5.783 3.105  0.183
C: -2.013 5.420 1.826  -0.491
O: -2.428 6.198 0.993  0.075
C: -1.748 3.978 1.448  -0.114
C: -2.003 3.611 0.135  0.019
C: -1.770 2.302 -0.247  -0.130
N: -1.297 1.369 0.582  -0.014
C: -1.057 1.725 1.841  -0.143
C: -1.270 3.009 2.319  -0.007
H: -1.948 6.739 3.358  0.121
H: -1.436 5.148 3.807  0.086
H: -2.376 4.348 -0.562  0.125
H: -1.960 1.982 -1.267  0.101
H: -0.662 0.956 2.495  0.107
H: -1.047 3.216 3.357  0.109
C: 5.228 -1.113 -2.594  -0.237
Ge: 3.487 -1.804 -2.069  0.647
C: 3.604 -2.923 -0.473  -0.245
C: 2.736 -2.877 -3.513  -0.248
Ge: 2.071 0.103 -1.597  0.873
C: 1.889 1.275 -3.132  -0.385
C: 1.741 0.716 -4.404  -0.150
C: 1.659 1.520 -5.532  -0.081
C: 1.720 2.900 -5.404  -0.077
C: 1.865 3.471 -4.148  -0.073
C: 1.953 2.666 -3.021  -0.103
C: 2.676 1.099 -0.034  -0.377
C: 3.838 0.716 0.641  -0.133
C: 4.272 1.401 1.769  -0.078
C: 3.547 2.483 2.245  -0.076
C: 2.390 2.879 1.588  -0.076
C: 1.958 2.190 0.463  -0.136
H: 5.877 -1.949 -2.860  0.027
H: 5.699 -0.550 -1.789  0.015
H: 5.130 -0.459 -3.460  0.023
H: 4.232 -3.789 -0.682  0.027
H: 2.615 -3.288 -0.189  0.016
H: 4.028 -2.392 0.377  0.007
H: 3.296 -3.810 -3.584  0.027
H: 2.806 -2.367 -4.472  0.013
H: 1.690 -3.126 -3.328  0.017
H: 1.699 -0.362 -4.526  0.080
H: 1.560 1.068 -6.511  0.107
H: 1.673 3.529 -6.283  0.107
H: 1.923 4.547 -4.045  0.108
H: 2.093 3.132 -2.054  0.088
H: 4.430 -0.116 0.281  0.069
H: 5.184 1.097 2.266  0.108
H: 3.890 3.023 3.118  0.107
H: 1.825 3.729 1.948  0.104
H: 1.051 2.518 -0.030  0.082
C: -5.062 -0.913 -2.122  -0.005
C: -3.965 -0.466 -3.022  -0.408
N: -2.692 -0.392 -2.704  0.010
C: -2.047 0.060 -3.839  -0.149
C: -2.942 0.264 -4.838  -0.078
N: -4.162 -0.083 -4.306  0.101
H: -4.747 -0.780 -1.088  0.073
H: -5.308 -1.965 -2.279  0.084
H: -5.971 -0.331 -2.274  0.084
H: -0.986 0.241 -3.863  0.082
H: -2.835 0.624 -5.845  0.114
H: -5.049 -0.042 -4.777  0.162

Forces on atoms 1 to 6 (eV/Å):
Rb -0.5 -0.3 0.1
Se 0.0 0.2 -0.3
N 0.1 -0.1 0.1
C -0.2 0.0 -0.1
C 0.0 0.0 0.2
C -0.1 0.0 0.0


No. 3
Density functional theory data (wB97M-V/def2-TZVPD) for a single C4H7N5 molecule at a distorted geometry.

Calculated values
ΔE to the lowest compared entry with this formula, charge and spin (kcal per mole): 182.4
SMILES: C=CN1N=NNN1C=C
HOMO (Eh): -0.2792
Electronic energy (eV): -11705.5662
Kohn-Sham gap (eV): 8.5559

Each line ends with the Löwdin charge.
Atoms and positions in Å:
C: -2.837 -0.594 0.252  0.012
C: 2.476 -0.713 0.468  -0.024
C: -1.806 -0.400 -0.572  -0.195
C: 1.265 -0.925 -0.021  -0.082
N: 0.111 2.255 0.464  0.011
N: -0.934 1.565 0.472  0.035
N: 1.037 1.644 -0.384  -0.019
N: -0.815 0.518 -0.345  -0.173
N: 0.567 0.334 -0.676  -0.053
H: -3.581 -1.323 -0.116  0.058
H: -3.000 -0.064 1.170  0.045
H: 3.316 -1.463 0.717  0.090
H: 2.849 0.279 0.692  0.030
H: -1.608 -0.948 -1.498  0.119
H: 0.932 -1.837 -0.290  0.051
H: 2.029 1.672 -0.332  0.095

Forces on atoms 1 to 6 (eV/Å):
C -0.5 -1.0 -1.3
C 1.9 -1.1 0.9
C 0.2 -0.6 0.1
C 1.6 5.6 0.3
N 0.2 -0.6 0.8
N 0.5 1.4 0.6


No. 4
Density functional theory data (wB97M-V/def2-TZVPD) for a molecular structure, C27H35N2O2P3Tb at a distorted geometry.

Calculated values
ΔE to the lowest compared entry with this formula, charge and spin (kcal per mole): 104.9
<S²>: 16.366
Multiplicity: 8
HOMO (spin up / spin down) (Eh): -0.5296 / -0.5147
Charge: +2
Electronic energy (eV): -85925.9264
Kohn-Sham gap (spin up / spin down) (eV): 8.2763 / 5.4488

Each line ends with the Löwdin charge.
Atoms and positions in Å:
Tb: 0.150 0.032 -0.060  1.164
P: -0.245 -2.278 0.695  0.875
P: 0.325 1.281 2.031  0.888
N: -0.628 -0.675 -1.884  -0.168
N: -0.348 1.865 -0.876  -0.223
H: -1.005 0.132 -3.692  0.144
H: -0.366 2.551 -2.803  0.139
H: 0.655 0.388 -3.068  0.139
C: -0.411 0.381 -2.815  -0.148
H: -1.906 1.849 -2.254  0.132
C: -0.811 1.743 -2.224  -0.169
H: -1.517 -2.050 -2.928  0.145
H: -0.312 3.835 -0.626  0.129
C: -1.140 -1.802 -1.964  -0.131
C: -0.168 2.920 -0.126  -0.220
H: -0.852 -3.760 -1.143  0.098
C: -1.231 -2.787 -0.838  -0.272
H: -2.268 -2.896 -0.506  0.090
H: -0.667 0.965 2.889  -0.020
H: 1.472 1.111 2.659  -0.092
H: -1.012 -2.450 1.761  -0.042
H: 0.788 -3.092 0.741  -0.089
O: -1.945 -0.273 0.693  -0.428
C: -3.031 0.320 0.117  -0.604
C: -4.159 -0.686 0.162  -0.037
C: -3.347 1.597 0.886  -0.033
H: -2.844 0.592 -0.946  0.111
H: -3.958 -1.553 -0.473  0.064
H: -4.297 -1.042 1.193  0.101
H: -5.101 -0.231 -0.174  0.097
H: -2.499 2.283 0.909  0.050
H: -4.207 2.121 0.439  0.099
H: -3.606 1.345 1.925  0.099
C: 0.179 2.852 1.238  -0.292
H: 0.344 3.754 1.808  0.074
O: 2.167 -0.185 -0.747  -0.476
P: 3.568 0.026 -0.243  0.864
C: 4.320 1.166 -1.435  -0.256
C: 5.413 0.779 -2.237  -0.061
C: 5.967 1.639 -3.175  -0.054
C: 5.437 2.912 -3.353  -0.049
C: 4.351 3.320 -2.588  -0.067
C: 3.793 2.466 -1.648  -0.092
C: 3.685 0.576 1.509  -0.297
C: 3.434 -0.334 2.566  -0.119
C: 3.575 0.051 3.885  -0.077
C: 3.975 1.343 4.202  -0.048
C: 4.242 2.250 3.185  -0.055
C: 4.108 1.872 1.858  -0.072
C: 4.393 -1.592 -0.250  -0.287
C: 5.730 -1.711 0.174  -0.080
C: 6.369 -2.948 0.212  -0.050
C: 5.681 -4.095 -0.172  -0.051
C: 4.362 -4.003 -0.591  -0.067
C: 3.721 -2.772 -0.632  -0.080
H: 5.841 -0.226 -2.115  0.110
H: 6.823 1.309 -3.779  0.127
H: 5.876 3.587 -4.098  0.127
H: 3.930 4.327 -2.732  0.123
H: 2.930 2.795 -1.050  0.103
H: 3.119 -1.361 2.322  0.122
H: 3.371 -0.671 4.696  0.131
H: 4.086 1.648 5.253  0.131
H: 4.568 3.273 3.432  0.130
H: 4.339 2.597 1.063  0.113
H: 6.276 -0.812 0.489  0.126
H: 7.411 -3.014 0.550  0.126
H: 6.186 -5.070 -0.135  0.127
H: 3.818 -4.914 -0.888  0.123
H: 2.672 -2.715 -0.957  0.091

Forces on atoms 1 to 6 (eV/Å):
Tb 1.6 0.7 0.8
P -1.5 -1.6 -0.9
P -0.9 2.7 1.5
N -0.2 -0.1 -0.4
N -1.3 0.3 -0.4
H 0.1 0.5 -0.5